(1)
Density functional theory data (ωB97M-V with the def2-TZVPD basis set) for C25H41N2O2RuSbSi3 as an isolated structure at a distorted geometry.

E_LUMO (spin up / spin down) = -3.43 / -3.19 eV
molar mass = 708.70 u
energy above the lowest of the compared OMol25 structures with the same formula, charge and spin = 6.8 kcal/mol
expectation value of S² = 0.7605
spin multiplicity = 2
charge = +1

XYZ file:
```
75
Properties=species:S:1:pos:R:3:mulliken_spin:R:1
Ru 0.40 0.91 -1.40 0.95
O -1.24 1.88 -1.80 0.09
C -1.85 2.82 -1.10 0.02
C -3.21 3.04 -1.34 0.01
C -3.89 4.04 -0.68 0.00
C -3.24 4.87 0.24 0.00
C -1.90 4.66 0.49 0.00
C -1.18 3.64 -0.16 -0.02
C 0.22 3.50 0.15 0.01
N 0.96 2.56 -0.30 0.00
C 2.38 2.47 0.05 0.00
C 3.15 1.96 -1.16 0.00
N 2.38 0.85 -1.76 -0.03
C 2.95 0.10 -2.65 0.01
C 2.33 -0.92 -3.43 0.00
C 3.17 -1.65 -4.30 -0.01
C 2.69 -2.64 -5.11 0.01
C 1.31 -2.93 -5.07 0.00
C 0.46 -2.25 -4.25 0.01
C 0.93 -1.23 -3.39 0.02
O 0.06 -0.63 -2.62 0.02
H -3.71 2.42 -2.07 0.00
H -4.94 4.19 -0.88 0.00
H -3.77 5.66 0.75 0.00
H -1.37 5.30 1.19 0.00
H 0.66 4.25 0.80 0.00
H 2.46 1.74 0.86 0.00
H 2.77 3.43 0.40 0.00
H 4.15 1.63 -0.88 0.00
H 3.24 2.75 -1.91 0.00
H 4.01 0.26 -2.84 0.00
H 4.23 -1.41 -4.32 0.00
H 3.34 -3.19 -5.77 0.00
H 0.92 -3.71 -5.72 0.00
H -0.60 -2.47 -4.24 0.00
C 1.32 1.59 3.38 0.00
Si 1.41 -0.18 2.78 0.00
C 0.82 -1.33 4.13 0.00
C 3.12 -0.68 2.20 0.00
Sb -0.15 -0.42 0.73 -0.09
Si -2.58 0.07 1.48 0.01
C -3.63 -0.25 -0.03 0.00
C -2.97 -1.09 2.89 0.00
C -2.72 1.85 2.05 0.00
Si -0.06 -2.93 0.09 0.01
C -1.43 -3.23 -1.14 0.00
C 1.66 -3.25 -0.58 0.00
C -0.30 -3.99 1.62 0.00
H 1.93 1.71 4.28 0.00
H 0.30 1.86 3.64 0.00
H 1.68 2.31 2.64 0.00
H 1.50 -1.25 4.98 0.00
H 0.79 -2.37 3.81 0.00
H -0.18 -1.06 4.49 0.00
H 3.89 -0.34 2.91 0.00
H 3.37 -0.29 1.22 0.00
H 3.20 -1.77 2.15 0.00
H -3.79 -1.31 -0.20 0.00
H -3.16 0.17 -0.93 0.00
H -4.61 0.22 0.08 0.00
H -2.77 -2.13 2.64 0.00
H -4.04 -1.02 3.12 0.00
H -2.42 -0.84 3.79 0.00
H -2.78 2.54 1.21 0.00
H -1.88 2.16 2.68 0.00
H -3.63 1.96 2.64 0.00
H -1.46 -2.45 -1.89 0.00
H -2.40 -3.28 -0.64 0.00
H -1.27 -4.19 -1.64 0.00
H 1.89 -2.64 -1.46 0.00
H 1.74 -4.30 -0.87 0.00
H 2.42 -3.06 0.18 0.00
H -1.17 -3.70 2.22 0.00
H 0.58 -3.97 2.26 0.00
H -0.46 -5.02 1.31 0.00
```

***

(2)
Density functional theory data (ωB97M-V with the def2-TZVPD basis set) for a 2-piece molecular cluster, C5H10O2 overall at a distorted geometry.

E_LUMO = 0.92 eV
molar mass = 102.13 u
energy above the lowest of the compared OMol25 structures with the same formula, charge and spin = 33.2 kcal/mol

XYZ file:
```
17
Properties=species:S:1:pos:R:3:mulliken_charge:R:1
C 1.16 -1.57 1.26 -0.97
C -0.22 -1.03 1.00 0.75
C -0.60 0.27 1.66 -0.98
O -0.99 -1.61 0.24 -0.58
H 1.80 -1.35 0.41 0.21
H 1.10 -2.66 1.41 0.33
H 1.59 -1.13 2.16 0.33
H 0.29 0.81 1.98 0.33
H -1.14 0.89 0.95 0.22
H -1.24 0.06 2.52 0.36
C -0.84 0.98 -2.21 -0.89
C 0.52 1.13 -1.60 0.18
O 0.83 2.07 -0.87 -0.50
H -1.33 0.10 -1.79 0.22
H -1.44 1.87 -2.02 0.28
H -0.72 0.85 -3.29 0.37
H 1.23 0.32 -1.81 0.35
```

***

(3)
Density functional theory data (ωB97M-V with the def2-TZVPD basis set) for C41H47B2NO4S2Zr as an isolated structure.

E_LUMO = -0.19 eV
molar mass = 794.81 u
energy above the lowest of the compared OMol25 structures with the same formula, charge and spin = 8.7 kcal/mol

XYZ file:
```
98
Properties=species:S:1:pos:R:3:mulliken_charge:R:1
Zr -0.81 -1.27 -0.44 -0.93
C 1.99 2.39 0.05 -0.89
C 1.15 3.59 -0.38 0.73
C 0.81 4.43 0.84 -1.85
C -0.06 3.17 -1.19 0.16
C 0.09 2.38 -2.34 -0.38
C -1.00 2.05 -3.14 -0.73
C -2.28 2.52 -2.85 0.94
C -3.42 2.24 -3.78 -1.62
C -2.43 3.29 -1.70 -0.77
C -1.35 3.59 -0.88 -0.06
H 2.88 2.72 0.59 0.49
H 2.33 1.80 -0.80 0.11
H 1.42 1.73 0.70 0.01
H 1.77 4.20 -1.05 0.39
H 0.20 3.86 1.55 0.20
H 0.26 5.34 0.57 0.47
H 1.72 4.73 1.35 0.45
H 1.07 2.04 -2.64 0.42
H -0.85 1.44 -4.02 0.33
H -3.32 2.84 -4.69 0.47
H -4.38 2.49 -3.33 0.29
H -3.44 1.19 -4.07 0.23
H -3.41 3.69 -1.45 0.30
H -1.53 4.19 0.00 0.34
S -1.74 -2.69 1.39 -0.52
C -1.63 -4.39 0.94 0.53
C -2.23 -5.36 1.75 -0.78
C -2.15 -6.70 1.42 -0.61
C -1.46 -7.09 0.27 -0.57
C -0.86 -6.13 -0.53 -0.75
C -0.95 -4.77 -0.21 0.52
S -0.18 -3.57 -1.25 -0.38
H -2.74 -5.05 2.65 0.43
H -2.61 -7.45 2.06 0.37
H -1.38 -8.13 0.00 0.36
H -0.32 -6.42 -1.42 0.44
C -4.69 -1.01 1.40 -0.76
N -5.01 0.31 0.79 0.28
C -5.19 1.35 1.84 -0.77
C -3.97 0.75 -0.22 -0.47
C -3.90 -0.19 -1.39 0.29
C -5.04 -0.28 -2.19 -0.58
C -5.06 -1.07 -3.32 -0.88
C -3.89 -1.74 -3.67 -0.97
C -2.76 -1.64 -2.88 -0.38
C -2.72 -0.89 -1.68 1.67
H -5.52 -1.31 2.03 0.42
H -3.78 -0.90 1.99 0.13
H -4.51 -1.73 0.61 0.38
H -5.88 0.21 0.27 0.50
H -4.23 1.48 2.33 0.19
H -5.95 1.02 2.54 0.39
H -5.49 2.28 1.37 0.32
H -3.03 0.83 0.31 -0.57
H -4.28 1.75 -0.54 0.39
H -5.92 0.32 -1.95 0.31
H -5.95 -1.14 -3.93 0.37
H -3.87 -2.35 -4.57 0.40
H -1.88 -2.18 -3.18 0.43
C 7.91 -0.41 0.54 -2.14
C 7.12 -0.60 -0.76 2.04
C 7.45 0.57 -1.70 -1.62
C 7.58 -1.91 -1.40 -1.62
C 5.61 -0.65 -0.52 0.59
C 5.05 -0.52 0.75 -0.14
C 3.67 -0.57 0.96 -1.76
C 2.88 -0.75 -0.14 -0.19
O 1.51 -0.80 -0.24 1.46
B 1.21 -1.04 -1.64 -0.73
O 2.41 -1.03 -2.34 -0.70
C 3.42 -0.87 -1.41 0.42
C 4.77 -0.83 -1.63 -0.90
H 8.97 -0.38 0.32 0.43
H 7.73 -1.23 1.24 0.42
H 7.65 0.53 1.03 0.41
H 8.53 0.62 -1.88 0.45
H 7.14 1.52 -1.25 0.36
H 6.95 0.47 -2.66 0.32
H 8.66 -1.89 -1.58 0.46
H 7.09 -2.09 -2.36 0.32
H 7.35 -2.76 -0.75 0.36
H 5.69 -0.39 1.61 0.46
H 3.24 -0.46 1.95 0.60
H 5.16 -0.93 -2.63 0.48
O -1.87 1.10 2.15 0.63
B -0.89 0.21 1.64 0.18
O 0.10 0.07 2.64 0.59
C -0.29 0.81 3.71 0.51
C 0.34 0.97 4.93 -1.11
C -0.28 1.82 5.85 -0.55
C -1.47 2.48 5.55 -0.69
C -2.09 2.31 4.31 -1.10
C -1.48 1.46 3.42 0.72
H 1.26 0.46 5.16 0.51
H 0.18 1.97 6.82 0.41
H -1.92 3.14 6.28 0.40
H -3.01 2.83 4.06 0.47
```

***

(4)
Density functional theory data (ωB97M-V with the def2-TZVPD basis set) for one molecule with the formula C5H7N at a distorted geometry.

E_LUMO = 0.96 eV
molar mass = 81.12 u
energy above the lowest of the compared OMol25 structures with the same formula, charge and spin = 79.6 kcal/mol

XYZ file:
```
13
Properties=species:S:1:pos:R:3:mulliken_charge:R:1
H -3.27 0.26 0.68 0.25
N -2.16 0.13 0.78 -0.53
C -1.66 0.14 -0.36 -0.22
C -0.25 -0.34 -0.52 -0.27
C 0.54 -0.77 0.65 -0.64
C 1.01 0.29 -0.14 0.31
C 1.97 1.07 -0.40 -0.60
H -2.14 0.52 -1.26 0.38
H -0.14 -0.79 -1.47 0.37
H 1.21 -1.60 0.41 0.19
H 0.36 -0.64 1.68 0.31
H 2.11 1.66 -1.38 0.21
H 2.69 1.23 0.39 0.24
```

***

(5)
Density functional theory data (ωB97M-V with the def2-TZVPD basis set) for C25H42BCsNO7 as an isolated structure at a distorted geometry.

E_LUMO = -3.18 eV
molar mass = 612.33 u
charge = +1

XYZ file:
```
77
Properties=species:S:1:pos:R:3:mulliken_charge:R:1
C 5.60 -0.77 0.54 -1.15
C 4.55 -1.35 1.49 -0.41
O 3.29 -0.72 1.38 -0.28
C 2.56 -1.10 0.22 0.05
C 2.10 0.09 -0.61 -1.52
C 0.63 0.49 -0.40 3.71
C 0.48 0.75 1.14 -2.61
C -0.20 -0.34 1.98 2.48
C -1.70 -0.02 2.10 -1.64
O 0.46 -0.38 3.26 -0.36
C -0.20 -1.08 4.28 -1.10
C -0.65 -2.50 3.99 0.65
C 0.16 -3.42 3.41 -1.27
C -0.31 -4.84 3.09 -0.25
C -1.60 -5.13 3.42 -1.14
C -2.39 -4.15 4.04 -0.42
C -1.96 -2.91 4.31 -0.79
C -0.31 -0.63 -0.92 -0.29
O -0.11 -1.77 -1.20 -0.59
O -1.52 -0.02 -1.09 -0.56
C -1.18 1.07 -1.98 -0.07
O -0.92 0.61 -3.29 -0.48
C -1.79 -0.40 -3.82 -0.26
C -1.01 -1.65 -4.22 -1.15
B -2.43 2.10 -2.04 0.30
O -3.16 2.28 -0.87 -0.64
C -2.87 2.86 -3.31 -0.19
C -4.18 2.17 -3.79 -1.20
C 0.14 1.65 -1.32 2.01
C 1.03 2.00 -2.54 -1.75
N 2.21 2.83 -2.23 -0.50
C -0.16 2.94 -0.60 -2.66
O 0.97 3.28 0.19 -0.32
C 0.75 4.45 0.95 -0.83
H 5.72 -1.43 -0.32 0.34
H 5.28 0.19 0.15 0.26
H 6.58 -0.72 1.01 0.36
H 4.46 -2.43 1.37 0.29
H 4.88 -1.18 2.51 0.45
H 3.24 -1.70 -0.38 0.91
H 1.75 -1.77 0.51 -1.31
H 2.71 0.91 -0.25 0.69
H 2.34 -0.09 -1.65 0.22
H -0.05 1.66 1.37 0.80
H 1.48 0.89 1.55 0.63
H -0.07 -1.32 1.56 -1.83
H -2.02 0.61 1.28 0.34
H -1.88 0.55 3.01 0.41
H -2.32 -0.91 2.16 0.33
H -1.07 -0.53 4.65 0.45
H 0.49 -1.13 5.11 0.49
H 1.19 -3.12 3.16 1.45
H 0.36 -5.60 2.61 0.77
H -1.96 -6.12 3.21 0.43
H -3.41 -4.40 4.31 0.41
H -2.63 -2.21 4.78 0.41
H -2.19 0.02 -4.75 0.45
H -2.64 -0.62 -3.19 0.25
H -1.46 -2.55 -3.81 0.31
H -0.01 -1.60 -3.79 0.26
H -0.89 -1.73 -5.29 0.32
H -3.52 1.44 -0.57 0.33
H -3.14 3.88 -3.04 0.41
H -2.15 2.84 -4.12 0.30
H -5.05 2.68 -3.38 0.28
H -4.26 1.14 -3.43 0.30
H -4.24 2.12 -4.87 0.32
H 1.36 1.09 -3.03 0.57
H 0.43 2.59 -3.22 0.36
H 2.58 2.67 -1.30 0.21
H 2.96 2.61 -2.88 0.34
H -1.01 2.84 0.09 0.67
H -0.34 3.75 -1.31 1.11
H 1.70 4.90 1.19 0.26
H 0.25 4.20 1.89 0.27
H 0.15 5.17 0.40 0.34
Cs 0.13 -3.99 1.12 1.24
```

***

Short version: calculated total energy = -2440.7682 -346.9725 -2839.5323 -249.3463 -1603.8422 a.u., in the order given.